No. 1
C20H54Br9N11O12P2 as an isolated structure, computed with wB97M-V/def2-TZVPD.

**Calculated total energy**: -711521.1419 eV
**Max |F|**: 0.0784 hartree/bohr
**Relative energy (zero: lowest compared OMol25 entry of this formula, charge and spin)**: 5.013 eV
**LUMO level**: -0.6 eV
**HOMO-LUMO gap**: 0.287 hartree

```
108
C20H54Br9N11O12P2 | the OMol25 dataset | wB97M-V/def2-TZVPD
H 2.66 2.90 3.74
H -7.33 2.01 4.33
H -7.24 4.14 1.54
H 5.38 1.25 7.59
H 7.11 0.27 2.57
C -8.54 1.79 -0.39
H 2.51 -8.35 6.42
H -7.27 2.55 -2.35
H 3.82 0.53 6.46
H 8.74 1.61 3.87
C 5.13 3.98 7.10
N 0.88 -7.79 4.95
C 7.94 2.33 4.02
H -4.51 -0.76 1.85
H -6.07 -5.25 -6.83
H 1.58 -3.80 -8.08
Br 1.78 -6.08 -9.03
Br -0.16 -3.62 -9.87
C -5.34 -1.25 1.35
C -6.90 -4.54 -6.81
H -1.07 6.88 -0.33
H 8.12 2.87 4.95
C -6.98 3.60 2.45
C -6.78 1.46 3.57
H 3.99 -8.91 -3.03
H -7.84 3.78 3.10
H 1.25 3.54 -8.17
P 5.29 2.68 4.64
H -6.66 -3.78 -6.07
C -6.47 2.33 -1.63
H -8.92 1.56 0.61
O -8.68 -5.87 -7.47
H -5.83 3.20 -1.47
N 6.56 1.75 3.99
H -6.96 -4.25 -7.86
C 8.38 -2.65 -5.83
N -7.09 1.92 -0.34
H -6.04 4.04 2.78
O -4.66 1.72 0.70
H -5.79 1.37 4.03
N 3.95 1.64 4.68
H 4.06 3.83 7.26
H -9.10 2.59 -0.87
P -6.14 1.42 0.90
N 5.71 2.86 6.29
C 3.55 -8.68 -2.06
H 5.42 0.35 2.86
O 2.69 3.75 -10.26
H 0.70 7.31 -0.50
H -8.80 0.90 -0.96
H 6.25 1.55 1.82
N -8.16 -5.27 -6.57
O -1.01 -1.74 -3.11
Br 9.73 -2.85 -4.34
C -0.22 7.04 -1.00
C 0.72 -1.16 -1.54
H 3.00 -7.71 4.77
H 8.85 -2.15 -6.68
H -7.80 -1.67 0.32
C -7.75 -0.99 1.17
H 5.02 -0.02 5.19
H 6.89 2.20 7.86
H 1.85 1.60 4.64
H 2.52 2.81 5.65
H 0.44 -0.38 -0.82
C 2.01 4.31 -8.07
O -0.29 8.02 -3.14
Br 1.89 -7.69 -2.27
Br 4.62 -7.39 -0.98
H 5.53 4.08 8.11
H 1.76 -1.17 -1.84
H -5.93 1.52 -2.11
O -8.67 -5.12 -5.42
Br 3.31 -10.45 -1.22
C 6.23 1.75 7.12
Br 6.88 -1.41 -5.34
C 2.65 2.35 4.68
C 6.30 0.99 2.74
N 3.06 4.09 -9.11
N -6.46 -0.31 1.09
H -8.60 -0.32 1.28
N -0.46 8.21 -1.92
H 1.62 5.32 -8.26
H 5.33 4.93 6.61
Br 7.68 -4.44 -6.22
C 4.02 0.36 5.40
H 0.02 6.13 -1.56
O 5.15 4.02 3.95
H 0.43 -2.12 -1.11
O 4.15 4.50 -8.82
H -5.00 -1.77 0.46
C 1.61 -4.13 -9.11
O 0.24 0.05 -3.45
O -0.85 9.32 -1.49
H -7.09 0.43 3.40
H 3.25 -0.30 4.98
C 2.28 -8.27 5.36
H -7.75 -1.69 2.00
O -0.08 -8.29 5.51
H 2.25 -9.30 5.02
H -5.76 -2.04 1.98
H 2.46 4.27 -7.08
N -0.04 -0.95 -2.81
Br 3.04 -3.20 -10.06
H 7.95 3.05 3.19
H 6.83 1.09 6.48
O 0.87 -6.99 4.03
N -6.79 2.17 2.26
```

---

No. 2
C20H54F6NO14S2V2 as an isolated structure, computed with wB97M-V/def2-TZVPD.

**Calculated total energy**: -141111.7941 eV
**Total charge**: +1
**Max |F|**: 0.0829 hartree/bohr
**Multiplicity**: 7
**LUMO level (spin up / spin down)**: -4.0 / -4.1 eV
**HOMO-LUMO gap (spin up / spin down)**: 0.271 / 0.268 hartree

```
99
C20H54F6NO14S2V2 | the OMol25 dataset | wB97M-V/def2-TZVPD
O 13.84 -46.64 7.79
H 24.04 -44.58 -0.33
H 15.24 -45.01 7.81
H 21.35 -46.07 4.03
C 12.57 -38.38 5.57
H 20.21 -40.44 1.55
H 13.40 -38.51 6.27
N 18.37 -40.78 5.19
H 13.62 -45.69 5.32
H 13.43 -42.46 0.46
H 22.00 -42.93 2.19
H 17.10 -38.02 7.67
H 12.99 -38.55 4.58
H 16.06 -35.54 4.38
C 21.83 -42.73 1.14
C 20.40 -39.46 1.98
H 21.65 -47.51 3.08
H 19.08 -47.17 3.79
C 17.34 -38.89 8.30
O 12.02 -37.08 5.61
H 20.97 -38.83 1.30
H 19.59 -47.28 5.45
H 20.77 -42.45 1.07
O 21.27 -40.06 7.04
C 15.58 -40.52 5.01
H 13.17 -44.82 1.30
O 18.60 -39.34 7.88
H 12.49 -36.51 6.22
C 22.26 -43.75 0.10
H 13.40 -44.45 6.45
H 22.30 -41.76 0.95
H 21.77 -38.33 4.44
C 21.28 -47.16 4.04
H 16.50 -39.58 8.21
H 17.30 -43.59 11.76
H 22.10 -40.03 3.30
F 15.51 -41.15 6.19
O 23.67 -43.83 0.14
O 17.46 -43.15 6.33
H 16.49 -42.13 9.73
C 14.13 -44.38 1.02
H 20.51 -40.58 3.74
H 23.10 -39.57 8.00
C 14.18 -42.89 1.12
H 21.82 -43.54 -0.88
H 22.64 -38.62 6.57
C 14.19 -45.06 6.00
C 19.87 -47.57 4.43
V 19.44 -39.09 5.90
O 18.04 -37.46 5.15
V 20.07 -40.72 8.87
F 21.02 -42.68 4.96
H 13.92 -42.62 2.15
H 18.42 -41.59 10.91
O 14.49 -44.85 -0.28
C 21.05 -39.73 3.32
H 21.98 -47.45 4.82
O 19.93 -49.01 4.31
H 14.95 -44.38 5.61
O 17.43 -40.17 3.00
O 20.87 -38.66 4.32
H 15.60 -46.50 6.87
H 18.40 -36.18 3.62
H 13.40 -46.18 8.52
F 15.58 -39.20 5.15
H 21.96 -44.76 0.39
H 14.02 -45.67 -0.44
C 14.82 -45.80 7.18
C 11.52 -39.47 5.80
F 14.50 -40.92 4.34
O 19.28 -42.04 7.34
H 19.43 -38.99 2.17
O 16.87 -42.43 3.78
F 20.04 -44.50 5.60
H 17.81 -37.80 3.13
H 15.15 -42.44 0.90
H 11.96 -40.45 5.59
H 15.93 -36.07 2.82
H 19.16 -49.32 3.83
S 17.18 -41.07 4.11
H 18.05 -44.67 10.64
H 10.72 -39.26 5.10
H 14.81 -44.80 1.78
C 22.60 -39.62 7.02
C 17.68 -36.98 3.83
H 23.27 -40.20 6.37
H 15.62 -37.20 4.22
H 17.27 -38.47 9.31
C 17.37 -42.77 9.72
H 17.48 -43.13 8.70
H 17.96 -36.69 5.74
C 17.28 -43.90 10.71
H 11.05 -39.49 6.79
F 19.43 -43.53 3.83
C 16.26 -36.44 3.79
O 18.53 -41.93 10.00
C 19.87 -43.31 5.06
H 16.33 -44.41 10.54
S 18.59 -42.29 6.07
```

---

No. 3
A 3-piece molecular cluster, C20H54N9O3P2 overall, computed with wB97M-V/def2-TZVPD.

**Calculated total energy**: -59735.0822 eV
**Total charge**: +1
**Max |F|**: 0.1216 hartree/bohr
**LUMO level**: -3.9 eV
**HOMO-LUMO gap**: 0.202 hartree

```
88
C20H54N9O3P2 | the OMol25 dataset | wB97M-V/def2-TZVPD
H -0.56 -0.74 2.34
H 1.39 -3.09 -4.83
C 1.70 1.20 -2.89
C 1.65 -3.53 -3.87
H 2.34 2.53 4.94
C 2.59 -0.53 -5.81
H 3.20 -0.45 -6.71
O 2.98 -1.17 -1.53
N -6.72 1.68 1.38
H -6.67 -0.41 1.64
H -1.55 3.75 0.80
H 4.77 -1.21 3.12
H -7.11 -1.12 -0.54
C -7.22 0.32 1.05
H 2.23 1.77 -3.66
H 3.99 1.92 5.19
H 3.03 -1.68 1.76
H -0.33 -0.62 -2.44
N 3.23 -1.12 4.57
C -2.42 2.16 -0.36
C 4.60 -1.73 -5.13
H 1.68 -0.80 0.99
H 2.21 0.47 -5.63
C 4.62 -1.02 4.19
H 1.76 -1.20 -6.04
H -1.54 2.12 -1.00
H -5.52 0.21 -1.92
P 1.92 -0.10 4.13
C 2.88 -2.41 5.18
H -3.94 2.90 1.76
H -5.96 1.65 2.06
H -7.99 0.41 -0.94
H -0.33 0.05 -4.10
N 1.37 -1.30 3.02
C -2.48 3.57 0.26
C -3.68 3.79 1.18
H 3.46 -4.72 -2.50
H 5.16 -1.15 -5.87
C -5.81 0.58 -0.94
H 3.65 3.07 3.89
H 1.90 -4.57 -4.09
H -3.28 1.94 -1.00
H 0.77 -3.53 -3.22
P 2.96 -1.17 -3.05
C 0.20 -0.62 -3.41
H -5.04 0.36 -0.20
H 0.10 -1.60 -3.85
C -6.26 2.44 0.37
N -6.01 2.05 -0.90
H 4.21 -3.32 -1.76
H -3.40 4.56 1.90
H 5.23 -1.74 4.74
H -1.71 1.42 1.60
H 4.38 1.70 2.10
H 1.90 -2.36 5.65
H -0.52 -1.46 3.95
C 3.27 -3.70 -2.15
H -8.27 0.27 1.33
H 3.29 0.49 1.52
H -0.32 -2.48 2.55
C -0.07 -1.50 2.96
O 0.64 0.72 4.13
H 5.28 -1.88 -4.29
C -2.22 1.04 0.70
H 1.58 -2.53 1.33
C 1.94 -1.57 1.72
H 4.36 -2.71 -5.55
N 3.39 -1.03 -4.71
H 3.59 -2.68 5.96
H 2.55 -3.76 -1.32
H -6.69 4.28 1.12
H -2.59 4.28 -0.57
H -6.73 2.35 -1.55
O -4.77 4.30 0.38
H 2.26 1.30 -1.95
H -1.54 0.31 0.25
N 1.57 -0.19 -3.29
C 3.34 1.37 2.16
N 2.78 -2.87 -3.25
C 3.26 2.21 4.43
N -5.97 3.72 0.69
H 2.87 -3.21 4.43
C -7.12 -0.03 -0.45
H 2.70 2.15 1.72
H -3.15 0.51 0.92
H 5.05 -0.04 4.43
H 0.73 1.67 -2.74
N 3.00 1.08 3.53
```